Arrangement a

C4H6IN2 | ωB97M-V/def2-TZVPD

net charge = +1
gap between HOMO and LUMO (spin up / spin down) = 7.4 / 7.4 eV
HOMO energy (spin up / spin down) = -13.343 / -13.343 eV
LUMO energy (spin up / spin down) = -5.90 / -5.90 eV

Geometry (Å):
C 1.17 0.10 -0.47
C -0.34 3.40 0.37
C 0.52 1.18 -0.13
C -0.63 -3.04 -0.04
N -0.84 -1.85 -0.19
N 0.03 2.20 0.26
I 3.19 -0.21 -0.09
H 0.90 -0.69 -1.08
H -1.44 3.59 0.40
H 0.25 4.21 0.84
H -1.84 -1.67 -0.26
H 0.41 -3.37 0.20
H -1.38 -3.83 0.20

Atomic partial charges in e from the Löwdin method, atoms 1 to 4: -0.547 0.161 -0.105 -0.126

Arrangement b

C4H6IN2 | ωB97M-V/def2-TZVPD

net charge = +1
gap between HOMO and LUMO (spin up / spin down) = 6.8 / 6.8 eV
HOMO energy (spin up / spin down) = -12.776 / -12.776 eV
LUMO energy (spin up / spin down) = -5.93 / -5.93 eV

Geometry (Å):
C -0.81 -1.95 0.20
C -0.67 -0.87 1.04
C -0.47 -1.00 -1.00
C 0.04 1.39 -0.46
N -0.54 0.09 -0.24
N 1.23 1.42 0.41
I 2.82 0.34 -0.17
H -0.90 -3.09 0.32
H -0.96 -0.61 2.10
H -0.67 2.03 -0.10
H 0.19 1.60 -1.51
H -0.34 -1.20 -2.00
H 1.08 1.85 1.41

Atomic partial charges in e from the Löwdin method, atoms 1 to 4: 0.044 0.083 0.077 -0.277

What is the stability order? It is arrangement a, arrangement b, from most stable to least stable.

Arrangement a

C6H12O | ωB97M-V/def2-TZVPD

2S+1 = 2
net charge = +1
<S²> = 0.75
gap between HOMO and LUMO (spin up / spin down) = 9.2 / 5.8 eV
HOMO energy (spin up / spin down) = -14.145 / -14.126 eV
LUMO energy (spin up / spin down) = -4.95 / -8.31 eV

Geometry (Å):
C -1.63 -1.78 1.02
O -2.69 -1.76 0.06
C -1.29 -0.27 1.35
C -0.75 0.62 0.24
C 0.74 0.47 0.01
C 1.48 1.33 -0.72
C 2.71 1.13 -1.70
H -2.00 -2.26 1.94
H -0.73 -2.33 0.92
H -2.20 -2.03 -0.73
H -2.28 0.23 1.68
H -0.43 -0.39 2.17
H -1.38 0.33 -0.62
H -0.86 1.76 0.31
H 0.90 -0.61 0.30
H 1.11 2.41 -0.54
H 3.22 2.11 -1.89
H 2.61 0.52 -2.64
H 3.48 0.51 -1.15

Atomic partial charges in e from the Löwdin method, atoms 1 to 4: -0.246 -0.042 -0.171 -0.177

Arrangement b

C6H12O | ωB97M-V/def2-TZVPD

2S+1 = 2
net charge = +1
<S²> = 0.75
gap between HOMO and LUMO (spin up / spin down) = 9.4 / 4.9 eV
HOMO energy (spin up / spin down) = -13.866 / -13.808 eV
LUMO energy (spin up / spin down) = -4.48 / -8.94 eV

Geometry (Å):
C -1.48 1.52 1.02
C -2.62 2.06 0.66
C -0.18 1.53 0.28
C 0.56 0.28 0.89
C 1.15 -0.51 0.03
C 1.84 -1.69 0.44
H -1.42 1.18 2.04
H -3.42 2.23 1.34
H -2.72 2.49 -0.30
H 0.39 2.50 0.44
H -0.49 1.27 -0.81
H 0.30 0.05 1.98
H 1.17 -0.35 -0.97
H 2.92 -1.49 0.25
H 1.46 -2.61 -0.02
H 1.89 -1.71 1.58
H 0.74 -2.14 -2.33
H -0.07 -2.63 -3.54
O -0.01 -1.98 -2.96

Atomic partial charges in e from the Löwdin method, atoms 1 to 4: -0.216 0.057 -0.117 0.091

What is the stability order? It is arrangement a, arrangement b, from most stable to least stable.

Arrangement a

C3H6INOS | ωB97M-V/def2-TZVPD

gap between HOMO and LUMO (spin up / spin down) = 8.2 / 8.2 eV
HOMO energy (spin up / spin down) = -8.759 / -8.759 eV
LUMO energy (spin up / spin down) = -0.54 / -0.54 eV

Geometry (Å):
C 1.13 0.63 0.35
C -0.66 -1.01 -0.31
C -0.30 0.39 0.15
N 1.67 -1.06 -0.67
O 0.53 -1.36 -1.19
S -1.06 1.56 -1.09
I 2.37 -2.53 0.90
H 1.56 1.22 -0.41
H 1.53 0.61 1.27
H -0.92 -1.95 0.30
H -1.47 -1.04 -1.05
H -0.93 0.55 1.07
H -0.30 1.12 -2.04

Atomic partial charges in e from the Löwdin method, atoms 1 to 4: -0.027 -0.190 -0.646 -0.364

Arrangement b

C3H6INOS | ωB97M-V/def2-TZVPD

gap between HOMO and LUMO (spin up / spin down) = 6.6 / 6.3 eV
HOMO energy (spin up / spin down) = -7.323 / -7.291 eV
LUMO energy (spin up / spin down) = -0.77 / -1.03 eV

Geometry (Å):
C 1.92 -0.88 0.56
C 0.51 1.06 0.32
C -0.41 -1.21 0.10
N 0.76 -0.37 0.36
O 2.66 -1.77 0.67
S 3.96 1.44 0.43
I 5.41 -0.40 0.29
H 0.09 1.33 -0.65
H -0.20 1.32 1.10
H 1.45 1.59 0.47
H -1.18 -1.01 0.85
H -0.80 -0.99 -0.89
H -0.13 -2.26 0.15

Atomic partial charges in e from the Löwdin method, atoms 1 to 4: -0.270 -0.046 0.005 -0.147

What is the stability order? It is arrangement b, arrangement a, from most stable to least stable.

Arrangement a

C22H31N3O3S | ωB97M-V/def2-TZVPD

gap between HOMO and LUMO = 9.4 eV
HOMO energy = -8.786 eV
LUMO energy = 0.62 eV
structure (SMILES) = NC(=O)C1CCN(C(=O)c2ccccc2SCC(=O)NCC2CCCCC2)CC1

Geometry (Å):
N 1.75 2.46 2.54
C 2.17 1.56 3.45
O 3.02 1.81 4.28
C 1.49 0.19 3.38
C -0.01 0.33 3.68
H -0.47 1.01 2.97
C -0.69 -1.04 3.56
N -0.48 -1.57 2.24
C -1.43 -1.76 1.31
O -1.18 -2.10 0.16
C -2.85 -1.62 1.78
C -3.53 -2.78 2.11
C -4.84 -2.74 2.53
C -5.50 -1.52 2.63
C -4.84 -0.36 2.28
C -3.52 -0.40 1.84
S -2.74 1.15 1.44
C -2.17 0.83 -0.27
C -0.66 0.96 -0.38
O -0.03 1.81 0.24
N -0.10 0.10 -1.24
C 1.31 0.12 -1.59
C 1.50 0.20 -3.10
C 2.98 0.09 -3.45
C 3.19 0.17 -4.96
C 2.62 1.47 -5.51
C 1.14 1.59 -5.17
C 0.93 1.51 -3.66
H -0.13 1.58 -3.42
H 1.44 2.35 -3.18
H 0.74 2.53 -5.54
H 0.59 0.78 -5.65
H 2.75 1.51 -6.60
H 3.16 2.32 -5.08
H 4.25 0.10 -5.19
H 2.69 -0.68 -5.44
H 3.53 0.90 -2.97
H 3.39 -0.85 -3.07
H 0.97 -0.64 -3.57
H 1.75 0.99 -1.10
H 1.79 -0.78 -1.20
H -0.63 -0.69 -1.56
H -2.62 1.62 -0.89
H -2.53 -0.14 -0.59
H -5.34 0.60 2.34
H -6.52 -1.48 2.97
H -5.36 -3.65 2.79
H -3.01 -3.73 2.03
C 0.92 -1.77 1.92
C 1.69 -0.46 2.01
H 1.33 0.21 1.23
H 2.75 -0.65 1.84
H 1.33 -2.50 2.63
H 0.98 -2.19 0.91
H -0.26 -1.74 4.29
H -1.76 -0.95 3.76
H -0.16 0.72 4.69
H 1.95 -0.43 4.15
H 1.07 2.27 1.83
H 2.17 3.37 2.56

Atomic partial charges in e from the Löwdin method, atoms 1 to 4: 0.195 -0.533 0.047 -0.230

Arrangement b

C22H31N3O3S | ωB97M-V/def2-TZVPD

gap between HOMO and LUMO = 8.5 eV
HOMO energy = -7.951 eV
LUMO energy = 0.57 eV
structure (SMILES) = CCOC(=O)c1ccc(NC(=S)N(CCCN(CC)CC)Cc2ccco2)cc1

Geometry (Å):
C 5.79 -3.76 4.19
C 5.63 -4.17 2.73
H 5.34 -5.22 2.66
H 6.55 -3.99 2.17
O 4.64 -3.38 2.07
C 3.36 -3.75 2.25
O 3.03 -4.72 2.89
C 2.41 -2.86 1.55
C 2.84 -1.78 0.78
C 1.92 -0.97 0.14
C 0.55 -1.22 0.26
C 0.13 -2.31 1.02
C 1.05 -3.11 1.65
H 0.72 -3.96 2.24
H -0.93 -2.53 1.10
N -0.33 -0.42 -0.44
C -1.65 -0.18 -0.13
N -2.43 0.19 -1.17
C -2.05 -0.04 -2.55
H -2.90 -0.55 -3.03
C -1.75 1.24 -3.34
H -2.40 2.04 -3.00
H -2.01 1.06 -4.39
C -0.29 1.69 -3.33
N 0.31 1.86 -2.02
C -0.33 2.93 -1.25
C 0.16 3.04 0.18
H 1.17 3.45 0.24
H -0.50 3.71 0.73
H 0.15 2.07 0.68
H -1.40 2.69 -1.21
H -0.23 3.90 -1.76
C 1.76 2.00 -2.11
H 2.16 2.01 -1.09
C 2.30 3.24 -2.84
H 3.38 3.22 -2.82
H 1.98 3.25 -3.88
H 1.96 4.15 -2.36
H 2.14 1.11 -2.62
H 0.30 0.93 -3.86
H -0.23 2.62 -3.92
H -1.20 -0.71 -2.58
C -3.79 0.65 -0.91
C -3.85 2.11 -0.61
C -3.63 2.81 0.53
C -3.81 4.18 0.21
C -4.13 4.21 -1.12
O -4.15 2.96 -1.63
H -4.35 5.01 -1.79
H -3.73 5.01 0.87
H -3.38 2.40 1.49
H -4.17 0.09 -0.05
H -4.40 0.43 -1.79
S -2.23 -0.26 1.42
H 0.07 0.28 -1.09
H 2.26 -0.14 -0.46
H 3.90 -1.58 0.68
H 6.59 -4.34 4.64
H 6.03 -2.70 4.26
H 4.87 -3.96 4.73

Atomic partial charges in e from the Löwdin method, atoms 1 to 4: -0.063 -0.221 0.121 0.122

What is the stability order? It is arrangement a, arrangement b, from most stable to least stable.

Arrangement a

C21H22N2O4 | ωB97M-V/def2-TZVPD

gap between HOMO and LUMO = 7.7 eV
HOMO energy = -8.065 eV
LUMO energy = -0.33 eV
structure (SMILES) = COc1ccccc1C(=O)/C=C/c1ccc(N2CCCCC2)c([N+](=O)[O-])c1

Geometry (Å):
C -5.00 -1.02 2.48
H -5.24 -0.87 3.53
O -5.68 0.00 1.79
C -5.49 0.21 0.47
C -6.20 1.31 -0.03
C -6.08 1.70 -1.35
C -5.24 1.02 -2.20
C -4.52 -0.06 -1.72
C -4.64 -0.49 -0.40
C -3.90 -1.75 -0.07
O -4.47 -2.78 0.23
C -2.44 -1.69 -0.18
C -1.74 -0.55 -0.33
C -0.30 -0.43 -0.42
C 0.57 -1.50 -0.40
C 1.95 -1.33 -0.50
C 2.53 -0.04 -0.55
N 3.86 0.17 -0.45
C 4.74 -0.71 0.30
H 5.26 -1.39 -0.38
C 5.74 0.11 1.12
C 5.08 1.40 1.60
C 4.77 2.29 0.40
C 4.49 1.41 -0.83
H 5.44 1.15 -1.31
H 3.88 1.93 -1.57
H 3.91 2.93 0.62
H 5.62 2.95 0.18
H 5.73 1.92 2.31
H 4.15 1.14 2.13
H 6.07 -0.50 1.97
H 6.63 0.35 0.53
H 4.13 -1.31 0.97
C 1.62 1.04 -0.65
C 0.27 0.85 -0.59
H -0.39 1.71 -0.65
H 2.00 2.05 -0.73
N 2.71 -2.52 -0.71
O 2.29 -3.55 -0.21
O 3.69 -2.45 -1.42
H 0.21 -2.52 -0.34
H -2.28 0.38 -0.38
H -1.95 -2.65 -0.10
H -3.87 -0.61 -2.38
H -5.13 1.32 -3.23
H -6.65 2.55 -1.71
H -6.85 1.83 0.65
H -5.35 -2.01 2.17
H -3.92 -0.96 2.33

Atomic partial charges in e from the Löwdin method, atoms 1 to 4: -0.064 0.097 -0.061 -0.210

Arrangement b

C21H22N2O4 | ωB97M-V/def2-TZVPD

gap between HOMO and LUMO = 8.6 eV
HOMO energy = -7.848 eV
LUMO energy = 0.77 eV
structure (SMILES) = COc1cccc(NC(=O)COC(=O)CCCc2c[nH]c3ccccc23)c1

Geometry (Å):
C -0.05 5.14 -2.07
H -0.42 5.93 -2.71
O -0.98 5.03 -1.02
C -0.77 4.10 -0.06
C 0.32 3.23 -0.03
C 0.43 2.30 0.99
C -0.53 2.24 2.00
C -1.60 3.11 1.97
C -1.73 4.03 0.95
H -2.56 4.71 0.92
H -2.35 3.06 2.75
H -0.43 1.51 2.79
N 1.49 1.39 1.06
C 2.49 1.18 0.17
O 2.72 1.84 -0.82
C 3.39 0.00 0.57
H 4.25 -0.03 -0.11
H 3.73 0.12 1.61
O 2.74 -1.27 0.42
C 1.98 -1.72 1.41
O 1.72 -1.08 2.41
C 1.52 -3.13 1.12
H 1.24 -3.18 0.07
H 2.39 -3.77 1.26
C 0.38 -3.59 2.02
H 0.24 -4.66 1.87
H 0.64 -3.41 3.06
C -0.94 -2.86 1.70
C -1.31 -2.98 0.26
C -1.78 -4.08 -0.39
N -1.94 -3.81 -1.73
C -1.58 -2.51 -1.96
C -1.57 -1.77 -3.14
C -1.14 -0.46 -3.06
C -0.75 0.11 -1.85
C -0.77 -0.62 -0.68
C -1.18 -1.95 -0.73
H -0.49 -0.17 0.26
H -0.44 1.14 -1.82
H -1.12 0.14 -3.96
H -1.88 -2.21 -4.07
H -2.29 -4.45 -2.42
H -2.01 -5.06 0.00
H -0.84 -1.81 1.96
H -1.73 -3.29 2.33
H 1.45 0.74 1.85
H 1.08 3.26 -0.79
H 0.95 5.40 -1.70
H 0.01 4.21 -2.64

Atomic partial charges in e from the Löwdin method, atoms 1 to 4: -0.081 0.093 -0.079 -0.268

What is the stability order? It is arrangement b, arrangement a, from most stable to least stable.

Arrangement a

C20H23N3O2 | ωB97M-V/def2-TZVPD

gap between HOMO and LUMO = 9.3 eV
HOMO energy = -8.647 eV
LUMO energy = 0.64 eV
structure (SMILES) = COc1ccccc1C(=O)NN=C1CCN(Cc2ccccc2)CC1

Geometry (Å):
C -1.71 -3.45 1.43
H -1.86 -3.67 2.48
O -2.31 -2.19 1.22
C -2.34 -1.68 -0.03
C -1.71 -2.25 -1.14
C -1.74 -1.60 -2.36
C -2.39 -0.39 -2.51
C -3.03 0.17 -1.42
C -3.02 -0.46 -0.19
C -3.83 0.09 0.94
O -4.71 -0.54 1.49
N -3.62 1.40 1.26
N -2.75 2.32 0.71
C -1.50 2.15 0.71
C -0.66 3.19 0.04
H -0.05 3.70 0.78
C 0.27 2.51 -0.97
N 1.11 1.55 -0.28
C 0.30 0.48 0.28
C -0.68 1.04 1.31
H -0.11 1.47 2.14
H -1.31 0.24 1.71
H -0.26 -0.04 -0.51
H 0.97 -0.23 0.77
C 2.16 1.02 -1.14
C 3.16 0.23 -0.34
C 3.69 0.78 0.82
C 4.62 0.08 1.57
C 5.03 -1.18 1.16
C 4.50 -1.73 0.01
C 3.57 -1.03 -0.74
H 3.16 -1.47 -1.64
H 4.82 -2.71 -0.32
H 5.76 -1.73 1.74
H 5.03 0.51 2.47
H 3.36 1.76 1.14
H 1.74 0.39 -1.94
H 2.67 1.87 -1.60
H -0.34 2.03 -1.76
H 0.91 3.26 -1.44
H -1.30 3.92 -0.46
H -4.35 1.83 1.81
H -3.56 1.11 -1.53
H -2.40 0.11 -3.47
H -1.24 -2.06 -3.21
H -1.19 -3.19 -1.05
H -0.64 -3.42 1.21
H -2.19 -4.22 0.83

Atomic partial charges in e from the Löwdin method, atoms 1 to 4: -0.071 0.097 -0.071 -0.241

Arrangement b

C20H23N3O2 | ωB97M-V/def2-TZVPD

gap between HOMO and LUMO = 8.3 eV
HOMO energy = -8.041 eV
LUMO energy = 0.26 eV
structure (SMILES) = COCCN(CCOC)c1nc(-c2ccccc2)nc2ccccc12

Geometry (Å):
C -5.34 -1.56 -0.10
H -5.09 -1.52 -1.17
O -4.22 -1.21 0.68
C -3.75 0.09 0.44
C -2.51 0.33 1.31
N -1.30 -0.19 0.74
C -0.22 0.57 0.41
N 0.95 -0.04 0.40
C 2.07 0.68 0.29
N 2.13 1.99 0.21
C 0.96 2.64 0.05
C 1.00 4.03 -0.18
C -0.15 4.72 -0.47
C -1.36 4.03 -0.58
C -1.44 2.69 -0.32
C -0.30 1.97 0.07
H -2.38 2.18 -0.46
H -2.25 4.57 -0.88
H -0.11 5.78 -0.66
H 1.96 4.51 -0.15
C 3.34 -0.06 0.31
C 3.39 -1.40 0.68
C 4.59 -2.08 0.69
C 5.76 -1.44 0.32
C 5.72 -0.10 -0.05
C 4.52 0.59 -0.06
H 4.47 1.63 -0.34
H 6.63 0.41 -0.34
H 6.70 -1.97 0.32
H 4.62 -3.12 0.98
H 2.48 -1.90 0.98
C -1.15 -1.64 0.76
H -1.80 -2.04 1.54
C -1.50 -2.28 -0.60
O -0.55 -3.22 -1.03
C 0.59 -2.65 -1.63
H 0.32 -2.20 -2.60
H 1.29 -3.47 -1.79
H 1.04 -1.89 -1.00
H -1.61 -1.49 -1.36
H -2.45 -2.82 -0.52
H -0.11 -1.87 1.00
H -2.70 -0.18 2.26
H -2.39 1.39 1.52
H -4.53 0.82 0.70
H -3.51 0.21 -0.63
H -5.61 -2.57 0.17
H -6.18 -0.88 0.09

Atomic partial charges in e from the Löwdin method, atoms 1 to 4: -0.109 0.091 -0.205 -0.218

What is the stability order? It is arrangement b, arrangement a, from most stable to least stable.

Arrangement a

C2H7N2S | ωB97M-V/def2-TZVPD

net charge = -1
gap between HOMO and LUMO = 6.8 eV
HOMO energy = -2.692 eV
LUMO energy = 4.12 eV

Geometry (Å):
C 1.74 1.47 0.56
S 2.49 0.22 -0.55
H 1.39 1.00 1.49
H 0.88 1.94 0.09
H 2.43 2.26 0.87
N -0.36 -1.38 -0.64
C -1.47 -0.76 -0.22
N -2.64 -1.29 -0.15
H -0.45 -2.29 -1.05
H 0.54 -0.87 -0.65
H -1.29 0.28 0.06
H -3.28 -0.59 0.19

Atomic partial charges in e from the Löwdin method, atoms 1 to 4: -0.723 0.073 -0.014 -0.026

Arrangement b

C2H7N2S | ωB97M-V/def2-TZVPD

net charge = -1
gap between HOMO and LUMO = 6.7 eV
HOMO energy = -2.521 eV
LUMO energy = 4.16 eV

Geometry (Å):
C -1.38 2.19 -1.09
S -1.08 1.76 0.66
H -0.79 1.92 -1.97
H -2.37 1.78 -1.33
H -1.60 3.23 -1.17
N 1.14 -0.92 0.32
C 0.89 -2.25 0.08
N 1.64 -3.09 -0.51
H 0.43 -0.19 0.19
H 1.98 -0.60 0.77
H -0.07 -2.58 0.47
H 2.58 -2.71 -0.58

Atomic partial charges in e from the Löwdin method, atoms 1 to 4: -0.744 0.040 -0.008 -0.030

What is the stability order? It is arrangement a, arrangement b, from most stable to least stable.

Arrangement a

C4H9N | ωB97M-V/def2-TZVPD

gap between HOMO and LUMO = 6.0 eV
HOMO energy = -6.959 eV
LUMO energy = -0.99 eV

Geometry (Å):
N 0.21 0.36 0.60
C 0.16 -0.60 -0.45
C 1.07 -0.11 -1.58
C 1.12 1.34 -1.28
C 0.25 1.66 -0.10
H -3.42 -3.74 4.55
H 0.43 -1.61 -0.16
H -0.90 -0.67 -0.78
H -2.97 -3.30 4.22
H 0.67 -0.41 -2.55
H 1.94 0.49 -0.85
H 1.56 2.18 -1.80
H 0.68 2.45 0.52
H -0.80 1.96 -0.33

Atomic partial charges in e from the Löwdin method, atoms 1 to 4: -0.061 -0.350 -0.080 -0.078

Arrangement b

C4H9N | ωB97M-V/def2-TZVPD

gap between HOMO and LUMO = 8.8 eV
HOMO energy = -7.690 eV
LUMO energy = 1.11 eV
structure (SMILES) = C[C@H]1CN1C

Geometry (Å):
C 0.46 -0.59 -1.67
C 0.88 -0.11 -0.33
C 0.31 1.24 0.21
N 0.02 -0.01 0.73
C -1.08 -0.37 1.46
H 1.19 -0.21 -2.38
H 0.44 -1.68 -1.70
H -0.53 -0.19 -1.91
H 1.82 -0.51 0.05
H -0.67 1.65 -0.25
H 0.92 1.92 0.85
H -0.82 -0.08 2.48
H -1.83 0.52 1.07
H -1.19 -1.50 1.39

Atomic partial charges in e from the Löwdin method, atoms 1 to 4: -0.067 -0.319 -0.104 -0.290

What is the stability order? It is arrangement b, arrangement a, from most stable to least stable.